[1]
{"formula": "C4H9N2O2", "method": "wB97M-V/def2-TZVPD", "total_energy_ha": -417.27152, "spin_multiplicity": 3, "e_above_lowest_ev": 3.3588, "total_charge": 1, "homo_lumo_gap_ev": [4.81, 8.30], "homo_energy_ha": [-0.452, -0.572], "lumo_energy_ev": [-7.49, -7.28], "elements": ["C", "C", "C", "C", "N", "N", "O", "O", "H", "H", "H", "H", "H", "H", "H", "H", "H"], "positions_angstrom": [[-1.084, -1.911, 0.356], [-0.657, 1.893, -0.283], [-0.799, -0.701, -0.496], [-0.477, 0.519, 0.399], [4.524, 0.496, -0.609], [0.985, 0.216, 0.630], [3.810, -0.047, 0.022], [1.827, 0.787, 0.030], [-1.790, -1.799, 1.205], [-1.220, -2.865, -0.216], [-0.280, -2.254, 1.025], [-1.786, 2.194, -0.033], [-0.356, 2.006, -1.379], [-0.005, 2.514, 0.204], [-1.743, -0.563, -1.150], [0.035, -0.868, -1.105], [-0.983, 0.384, 1.399]], "lowdin_spin": [0.006, 0.022, 0.017, 0.117, 0.461, 0.644, 0.224, 0.486, 0.000, 0.001, 0.003, 0.005, 0.003, 0.002, 0.007, 0.002, 0.001]}

=====

[2]
{"formula": "C22H36LiN5O4S2", "method": "wB97M-V/def2-TZVPD", "total_energy_ha": -2238.68524, "spin_multiplicity": 1, "e_above_lowest_ev": 0.0000, "homo_lumo_gap_ev": 9.13, "homo_energy_ha": -0.322, "lumo_energy_ev": 0.36, "elements": ["Li", "C", "C", "C", "C", "C", "C", "C", "S", "O", "O", "N", "C", "C", "C", "O", "O", "H", "H", "H", "H", "H", "H", "H", "H", "H", "H", "H", "H", "C", "C", "C", "C", "N", "C", "S", "N", "C", "C", "C", "C", "H", "H", "H", "H", "H", "H", "H", "H", "H", "H", "H", "H", "H", "H", "H", "H", "H", "H", "H", "H", "N", "C", "C", "C", "N", "H", "H", "H", "H"], "positions_angstrom": [[1.044, 2.066, 0.955], [-0.199, 1.598, -3.662], [-1.304, 1.562, -2.644], [-2.464, 2.317, -2.791], [-3.443, 2.319, -1.804], [-3.277, 1.542, -0.667], [-2.138, 0.761, -0.510], [-1.159, 0.790, -1.490], [-4.555, 1.540, 0.575], [-5.213, 2.808, 0.453], [-5.274, 0.308, 0.450], [-3.799, 1.503, 2.006], [-2.910, 2.615, 2.368], [-1.858, 2.117, 3.353], [-1.056, 0.981, 2.725], [-1.579, -0.147, 2.715], [0.051, 1.269, 2.176], [-0.499, 2.137, -4.560], [0.095, 0.589, -3.955], [0.687, 2.084, -3.248], [-2.598, 2.921, -3.680], [-4.336, 2.923, -1.904], [-1.997, 0.154, 0.378], [-0.251, 0.217, -1.348], [-3.396, 0.590, 2.227], [-3.498, 3.414, 2.818], [-2.422, 3.029, 1.479], [-2.361, 1.742, 4.246], [-1.206, 2.945, 3.627], [2.216, -4.239, -4.289], [1.638, -3.148, -3.395], [1.419, -3.633, -1.966], [0.751, -2.608, -1.059], [1.570, -1.407, -0.919], [1.959, -0.657, 0.125], [2.746, 0.839, -0.257], [1.775, -0.983, 1.395], [1.006, -2.046, 2.039], [1.780, -3.351, 2.184], [3.021, -3.217, 3.059], [3.779, -4.531, 3.195], [2.371, -3.881, -5.306], [1.547, -5.100, -4.335], [3.178, -4.586, -3.906], [0.685, -2.800, -3.805], [2.318, -2.291, -3.405], [2.375, -3.935, -1.526], [0.783, -4.522, -1.986], [0.552, -3.040, -0.089], [-0.219, -2.320, -1.480], [1.844, -0.975, -1.787], [2.091, -0.256, 2.013], [0.040, -2.152, 1.547], [0.763, -1.657, 3.028], [2.080, -3.733, 1.204], [1.104, -4.096, 2.616], [2.723, -2.857, 4.049], [3.681, -2.454, 2.636], [3.147, -5.305, 3.635], [4.661, -4.421, 3.826], [4.111, -4.891, 2.219], [-0.696, 4.029, -0.396], [-1.135, 5.299, -0.408], [-0.213, 6.045, 0.290], [0.761, 5.116, 0.688], [0.462, 3.893, 0.268], [-1.130, 3.223, -0.823], [-2.055, 5.567, -0.899], [-0.237, 7.102, 0.480], [1.661, 5.283, 1.257]], "nbo_charge": [0.861, -0.639, -0.019, -0.231, -0.194, -0.354, -0.211, -0.192, 2.344, -0.952, -0.931, -0.894, -0.208, -0.525, 0.797, -0.742, -0.897, 0.219, 0.219, 0.236, 0.219, 0.248, 0.256, 0.210, 0.446, 0.211, 0.185, 0.224, 0.223, -0.599, -0.401, -0.401, -0.219, -0.611, 0.378, -0.449, -0.569, -0.229, -0.409, -0.398, -0.600, 0.214, 0.204, 0.205, 0.197, 0.192, 0.205, 0.211, 0.221, 0.198, 0.416, 0.430, 0.221, 0.234, 0.191, 0.212, 0.198, 0.202, 0.202, 0.213, 0.201, -0.332, -0.026, -0.345, -0.034, -0.357, 0.438, 0.232, 0.237, 0.216]}

=====

[3]
{"formula": "C3H10N2", "method": "wB97M-V/def2-TZVPD", "total_energy_ha": -229.47477, "spin_multiplicity": 1, "e_above_lowest_ev": 9.1018, "homo_lumo_gap_ev": 3.18, "homo_energy_ha": -0.251, "lumo_energy_ev": -3.64, "elements": ["N", "C", "C", "N", "C", "H", "H", "H", "H", "H", "H", "H", "H", "H", "H"], "positions_angstrom": [[-2.998, -0.857, 0.196], [-0.629, 1.530, -0.682], [-0.834, 0.650, 0.277], [3.282, -0.481, 0.506], [2.092, -0.332, -0.167], [-2.510, -1.725, 0.422], [-3.788, -0.765, 0.841], [-1.428, 1.799, -1.356], [0.362, 1.946, -0.881], [-1.877, 0.048, 0.218], [-0.232, 0.516, 1.175], [3.525, -1.472, 0.468], [1.881, 0.716, -0.379], [1.212, -0.680, 0.470], [1.941, -0.894, -1.107]], "nbo_charge": [-0.909, -0.388, -0.320, -0.448, -0.474, 0.329, 0.341, 0.219, 0.202, 0.262, 0.212, 0.307, 0.189, 0.263, 0.216]}